Entry 1:
17
Properties=species:S:1:pos:R:3:lowdin_charge:R:1 method="wB97M-V/def2-TZVPD" smiles=C[C@H](O)CCN energy_ev=-7863.2629
C 1.26784 -0.00152 -1.23865 -0.046
C -0.18667 0.32432 -0.88657 -0.407
O -0.66221 1.41367 -1.74231 -0.072
C -0.34363 0.75297 0.56233 -0.165
C -0.92891 -0.43225 1.40424 -0.289
N -0.21944 -1.67911 1.34558 -0.007
H 1.91192 -0.09364 -0.36717 0.074
H 1.70220 0.77352 -1.87228 0.077
H 1.35115 -0.87337 -1.85809 0.067
H -0.85742 -0.47165 -1.18938 0.136
H 0.03930 2.07190 -1.71449 0.073
H 0.44008 1.23041 1.15872 0.111
H -1.11756 1.52526 0.66839 0.109
H -0.99864 -0.11092 2.43874 0.102
H -1.95158 -0.58561 1.06633 0.108
H 0.71300 -1.63615 1.73105 0.067
H -0.15942 -2.20783 0.49357 0.061

Entry 2:
17
Properties=species:S:1:pos:R:3:lowdin_charge:R:1 method="wB97M-V/def2-TZVPD" smiles="CC(N)=O.CC" energy_ev=-7864.0142
C -0.31898 1.58402 0.46363 -0.028
C 0.84836 0.99772 1.16756 -0.593
N 0.66014 -0.31118 1.61240 0.134
O 1.88306 1.58652 1.37477 0.060
H -0.29053 2.67309 0.51758 0.089
H -1.33826 1.17996 0.50531 0.078
H -0.21978 1.31264 -0.60202 0.069
H 1.50290 -0.61987 2.07836 0.098
H 0.26800 -0.95254 0.94506 0.071
C -1.54501 -2.31106 -2.23876 -0.150
C -0.98174 -0.95652 -1.73660 -0.184
H -1.88666 -2.83816 -1.36217 0.054
H -2.38547 -2.19043 -2.91833 0.062
H -0.74160 -2.85722 -2.73342 0.062
H -1.58046 -0.62822 -0.90046 0.042
H -1.05521 -0.18258 -2.51988 0.073
H 0.08230 -1.03370 -1.49800 0.063

Entry 3:
17
Properties=species:S:1:pos:R:3:lowdin_charge:R:1 method="wB97M-V/def2-TZVPD" smiles="C=NCCC.O" energy_ev=-7862.2000
C -2.04831 -0.49319 -0.84446 -0.030
N -0.92839 -0.14953 -0.30663 -0.075
C -0.27024 1.05879 -0.81780 -0.241
C 0.94030 1.20289 0.20082 -0.196
C 1.66113 -0.17373 0.11481 -0.118
H -2.47433 -0.07078 -1.81460 0.099
H -2.54392 -1.36219 -0.43822 0.057
H 0.06023 0.86482 -1.83359 0.101
H -0.89476 1.95938 -1.07796 0.120
H 1.61573 1.98501 -0.14937 0.092
H 0.64605 1.38036 1.22860 0.093
H 2.69073 -0.04545 -0.07369 0.049
H 1.53303 -0.83454 0.95332 0.043
H 1.34771 -0.70611 -0.78620 0.071
O -0.57787 -1.72589 2.18292 -0.123
H 0.15645 -1.11321 2.26882 -0.008
H -0.91355 -1.77665 1.19322 0.068

The records above yield gap between HOMO and LUMO values of 9.949, 10.713, 11.019 eV, respectively.
The records above yield highest occupied orbital energy values of -8.93, -9.93, -10.10 eV, respectively.
The records above yield max |F| values of 2.6, 2.3, 3.7 eV Å⁻¹, respectively.